C26H24Br4N4O4PdS | ωB97M-V/def2-TZVPD

Output
- relative energy (zero: lowest compared OMol25 entry of this formula, charge and spin) (kJ/mol) = 89.5
- HOMO-LUMO gap (eV) = 6.037
- total charge = +2
- calculated total energy (eV) = -335970.8164
- largest force on an atom (eV/A) = 2.2
- LUMO energy (eV) = -7.3066

Each line ends with the Mulliken charge.
Geometry (Å):
Pd -0.399 -0.256 -0.199  0.491
C 4.616 3.836 -3.061  -1.494
C 3.814 3.149 -1.990  0.808
C 4.364 2.928 -0.727  -0.709
C 3.644 2.286 0.261  -0.944
C 2.347 1.844 -0.016  1.026
C 1.774 2.071 -1.260  -0.168
C 2.514 2.716 -2.235  -1.028
S 1.509 1.022 1.284  1.400
O 2.016 1.528 2.512  -0.680
O 1.507 -0.450 1.099  -0.540
N -0.086 1.206 1.062  -0.211
C -0.785 2.423 0.917  -0.313
C -0.479 3.625 1.478  -0.601
C -1.398 4.697 1.331  -0.870
C -2.574 4.541 0.658  -0.872
C -2.877 3.300 0.043  0.618
C -4.048 3.028 -0.697  -0.517
C -4.202 1.811 -1.301  -0.962
C -3.177 0.855 -1.192  -0.323
N -2.082 1.067 -0.494  0.257
C -1.939 2.266 0.149  0.787
H 5.082 4.743 -2.676  0.391
H 4.000 4.098 -3.918  0.383
H 5.421 3.185 -3.409  0.302
H 5.369 3.272 -0.514  0.458
H 4.071 2.130 1.243  0.524
H 0.759 1.768 -1.482  0.293
H 2.068 2.890 -3.207  0.358
H 0.425 3.747 2.059  0.570
H -1.155 5.653 1.773  0.430
H -3.276 5.360 0.574  0.463
H -4.816 3.787 -0.781  0.477
H -5.087 1.574 -1.874  0.412
H -3.251 -0.095 -1.706  0.643
Br 4.281 -5.348 0.874  -0.045
C 3.364 -3.987 0.037  0.467
C 4.181 -2.966 -0.729  0.248
Br 6.025 -3.141 -0.710  -0.065
C 3.602 -1.962 -1.397  -0.277
Br 4.503 -0.680 -2.390  0.001
C 2.136 -1.783 -1.317  0.624
O 1.540 -0.878 -1.830  -0.576
C 1.305 -2.818 -0.482  0.622
O 0.108 -2.627 -0.379  -0.452
C 2.022 -3.928 0.125  -0.363
Br 0.995 -5.187 1.084  -0.047
N -2.631 -4.530 1.792  0.111
C -3.579 -4.232 0.662  -0.807
C -3.040 -3.018 -0.080  -0.458
N -2.813 -1.848 0.769  0.000
C -2.083 -2.151 2.001  -0.504
C -2.590 -3.372 2.755  -0.862
H -1.685 -4.664 1.408  -0.094
H -2.885 -5.395 2.269  0.393
H -4.556 -4.050 1.108  0.373
H -3.640 -5.107 0.017  0.434
H -3.736 -2.757 -0.876  0.539
H -2.094 -3.295 -0.549  0.084
H -3.701 -1.415 0.998  0.372
H -2.139 -1.289 2.665  0.508
H -1.029 -2.308 1.758  0.132
H -3.602 -3.238 3.134  0.389
H -1.930 -3.632 3.581  0.397